# 1
Density functional theory data (ωB97M-V/def2-TZVPD) for C45H53N5O2SSeV as an isolated structure at a distorted geometry.

Last column: Mulliken charge in e.
Cartesian coordinates (Å):
C 3.32694 -3.02137 0.75722  2.36
C -2.95569 2.41686 0.36651  -0.69
H -4.57366 4.64493 0.02169  0.32
H -5.87792 1.66766 -2.51768  0.42
H 4.09542 -3.28730 2.76561  0.47
H -0.40249 4.18041 5.70856  0.40
H 5.75434 3.01906 3.35405  0.46
H -0.65706 -0.65467 6.28051  0.43
H 1.30132 -4.94140 -3.25049  0.31
C 4.22658 -0.16976 -4.08305  -0.77
C 3.14237 -3.05908 2.28418  -1.46
H -3.29953 4.01990 3.44108  0.57
C 1.34493 -3.67163 -0.73014  -0.43
C 1.97090 -2.76363 0.10167  -0.24
H -3.17050 -0.63925 -3.91613  0.34
C 3.22427 1.95767 1.38049  1.02
H -5.35370 3.02295 2.71996  0.50
N 3.72847 1.80938 -0.99965  -0.01
C 0.25450 -4.70161 -3.44482  -1.61
C 3.92479 -4.35415 0.30540  -2.39
H -1.86514 -0.27820 -2.27695  0.76
C 2.65546 1.71695 3.59525  -0.30
H -0.36399 2.74451 3.68279  0.44
H -3.05588 5.24275 0.71053  0.39
N 1.51637 1.78571 -0.23013  -0.12
C -0.42566 3.09852 5.79899  -0.60
C -2.86349 2.02340 -4.18673  -1.40
H 0.55359 -6.26547 -1.22299  0.35
C 2.78709 1.83787 -0.01529  0.30
C -0.57130 0.41112 6.11710  -0.80
H -4.51447 2.80736 -1.00218  0.50
H -2.12435 -3.44227 -3.10462  0.38
C -0.41824 2.29862 4.66491  -0.04
C -5.18655 2.08137 -3.25440  -2.12
H 1.87115 -4.58644 -0.96384  0.60
H 5.03183 -0.65100 -4.62076  0.41
C 1.89728 0.37698 -3.86783  -0.55
C -0.54131 1.29991 7.18219  -0.44
H -4.67764 -0.66910 -2.98044  0.36
N -0.48378 -0.14587 0.17918  0.82
H -5.64782 1.98329 -4.23717  0.45
C 0.05611 -3.49969 -1.28022  -0.74
C 4.47369 2.45595 1.72395  -0.79
N -0.46438 2.61868 7.03528  -0.63
H -4.52628 5.21018 1.69193  0.47
N 2.30319 1.62764 2.30851  0.72
H -0.97536 -6.72060 -1.96776  0.46
C -1.49658 0.59143 -0.35550  0.16
H -0.57014 0.93609 8.20347  0.38
H 5.50982 0.54804 -2.51376  0.44
C -3.96347 4.67581 0.92530  -1.78
H -3.25982 2.03417 -5.20412  0.46
H 5.28973 -2.10136 0.82270  0.54
H -2.68418 3.05385 -3.87457  0.33
H -5.05394 3.14694 -3.06041  0.37
C -4.90275 2.53674 1.85308  -1.77
H -1.82951 3.97028 2.47005  0.32
H 2.42280 -3.83015 2.56356  0.33
C 3.87568 2.21049 4.01434  -1.08
H 0.21462 -3.75430 -3.98648  0.30
H 3.96865 -0.93420 0.72894  0.00
H 0.87956 0.33996 -4.23669  0.42
H -0.97168 -5.86925 -0.41724  0.37
H -2.41264 -5.17820 -3.04720  0.46
O -0.76272 1.85408 1.37986  -1.14
C -0.61798 -2.32641 -1.02516  -0.67
H 1.92968 1.37547 4.31602  0.54
C -3.62012 2.22165 -0.83600  -0.20
C -2.18397 0.46753 -1.56300  -0.26
H 4.07786 -4.37327 -0.77574  0.42
C -3.21663 1.33666 -1.84703  -0.84
H 2.71683 -0.76397 -5.48521  0.46
C 4.49798 0.50569 -2.90212  -0.61
H -2.61950 -4.21864 -1.58195  0.41
H -0.16148 -5.48297 -4.08312  0.47
H -4.68210 1.50174 2.12010  0.34
H 4.68837 1.76115 -0.70171  0.22
C 2.17764 1.07872 -2.70826  0.78
C -4.10248 -0.10765 -3.71860  -1.73
C 4.31444 -1.90348 0.37298  -1.28
C 3.47243 1.13931 -2.21880  0.08
H 4.43613 -1.85929 -0.71263  0.33
C -0.00970 -1.35526 -0.22360  -0.12
C -2.01524 -4.33401 -2.48372  -2.08
H 4.09420 2.28473 5.06959  0.51
H 4.89442 -4.49125 0.78477  0.45
H -5.63540 2.53378 1.04441  0.39
V 0.61454 0.82356 1.46646  -0.57
S 0.91727 1.93898 -1.80971  -0.20
C 2.92900 -0.23622 -4.56555  -0.75
H -2.51814 2.47083 3.14160  0.36
H -1.62303 -2.15852 -1.38155  1.20
H -1.90671 1.49649 -4.19367  0.13
C 4.79886 2.60677 3.06018  -0.72
H 2.78275 -2.10510 2.66940  0.08
H 5.17365 2.76085 0.95914  0.60
C -1.75011 1.70480 0.51180  0.94
C -0.47539 -5.94484 -1.38621  -1.72
C -3.85347 1.32956 -3.23436  2.15
O 1.64500 -0.57725 1.12938  -0.09
C -3.61467 3.27741 1.44576  2.06
Se -0.35865 -0.32904 3.36310  0.11
C -0.47357 0.91511 4.82228  0.34
C 1.26094 -1.57946 0.37126  0.58
H 3.28764 -5.19224 0.59153  0.44
C -2.75317 3.43765 2.69750  -2.03
C -0.54868 -4.60623 -2.13789  1.98
H -4.66725 -0.09089 -4.65127  0.50

Summary:
**Lowest unoccupied orbital energy (spin up / spin down)**: -4.424 / -4.431 eV
**Relative energy (zero: lowest compared OMol25 entry of this formula, charge and spin)**: 21.6 kcal/mol
**HOMO-LUMO gap (spin up / spin down)**: 5.346 / 5.338 eV
**Highest occupied orbital energy (spin up / spin down)**: -0.3590 / -0.3590 Ha
**Net charge**: +1

***

# 2
Density functional theory data (ωB97M-V/def2-TZVPD) for C45H54F15GeN11O3RhS2 as an isolated structure at a distorted geometry.

Last column: Mulliken charge in e.
Cartesian coordinates (Å):
C -2.52530 1.69835 -3.06396  -0.58
C 2.13784 -1.31154 8.50877  0.07
N 0.46691 -3.64707 1.79132  0.68
N 0.15967 1.89177 -1.83307  0.60
C -0.96231 -3.81402 5.54787  0.10
H -2.08834 4.92377 -2.25038  0.37
C 1.62017 2.03522 -1.94068  -1.10
H 1.91385 2.18836 -2.98352  0.79
H -2.61885 -4.78466 1.67576  0.42
F -3.76131 2.14707 7.24706  -0.31
C -2.18731 -1.10110 6.71523  -0.32
S -0.92880 -1.05841 3.50154  0.06
O -4.50445 -0.26286 -6.88374  -0.68
F -1.42620 -7.93146 5.36710  -0.31
C -2.11502 3.46479 3.52128  -1.35
C 0.27242 -5.08378 1.79116  -1.09
H -0.10955 -5.44573 2.75027  0.16
H -0.51070 1.92203 4.92842  0.20
F 2.17322 -1.51067 9.82257  -0.29
H -2.73301 -1.70803 -2.40979  0.40
H -3.56205 3.94827 -2.25713  0.43
H -0.78293 -1.02377 -6.89416  0.58
C 2.38484 0.84911 -1.37849  -2.23
H 2.38432 -0.77059 1.52916  -0.06
C 1.45707 -3.15389 2.72874  -0.16
H 3.44788 1.11613 -1.31846  0.40
C -2.30770 -3.79482 2.01646  -0.81
H -0.65226 3.88123 -4.71272  0.34
H 2.85987 2.17192 0.72986  0.38
C 2.04347 -0.93593 5.78689  -0.42
F -0.04713 -2.11074 8.44365  -0.32
H 0.63645 3.04299 0.15374  -0.92
H -1.98973 -1.48196 -0.31721  -0.71
H -1.50817 4.31323 3.84397  0.42
C -1.19227 -1.18524 -5.90798  -0.93
H 1.78288 -2.05166 -1.14188  0.70
F 2.09342 -0.76868 4.44776  0.00
H -4.15319 -1.84120 -4.41775  0.39
H 0.75612 3.02357 1.89019  1.01
N -1.82795 2.88282 -2.64994  0.59
C -3.09388 -1.64891 -4.51204  -1.42
H 2.32621 -0.02230 -2.03049  0.78
F 4.27903 -0.17704 5.82624  -0.31
H -3.18295 -3.22368 2.32581  0.46
F -5.17892 0.63012 9.02228  -0.30
C 0.71269 2.38121 1.01752  0.19
N -2.71657 1.47463 1.55073  0.37
C -0.11255 2.13588 3.93632  -0.81
H 0.64095 5.88911 -1.98219  0.43
H -2.79843 4.38391 -3.78723  0.40
C 0.99834 -1.59790 7.77506  1.09
C -2.50655 0.24131 6.63598  0.09
F -1.80901 1.04687 5.80906  0.15
H 1.22984 -5.57374 1.60062  0.42
O -4.30371 -2.66526 -7.14306  -0.68
C 1.98147 1.55413 0.94342  -1.58
C -0.02711 -6.05904 5.64741  0.09
H 1.27456 -3.60688 3.70456  -0.11
Rh -0.26372 0.16874 -0.58132  0.05
H -4.00057 0.75651 0.07677  0.48
C -0.09126 4.58742 -4.10601  -1.22
C 0.90121 -1.40759 6.40762  -0.56
H 2.13334 1.08702 1.91485  0.31
O -2.73084 -1.17768 -8.29858  -0.71
H 2.08928 -2.89958 0.33461  0.54
N 0.24538 -1.84160 0.27892  1.42
H -2.61516 -3.06846 -0.88415  0.44
C -3.50145 0.84304 7.38552  -0.45
H -2.77308 1.74754 -4.12864  0.63
Ge -0.80489 -1.83405 5.47843  0.39
C -2.37572 -5.77938 5.26448  0.43
C -2.60124 4.10634 -2.74954  -1.28
F 1.03633 -6.84857 5.78910  -0.32
C -1.42979 1.76256 1.87550  -1.26
C -0.93611 -1.32124 -3.52226  -0.20
H -0.41944 -5.37281 1.00533  0.33
F -3.27043 -3.63362 5.11855  -0.48
C 1.66076 -1.97755 -0.05383  -1.13
H 1.97064 2.91483 -1.39679  0.48
C 0.10532 -4.67843 5.69835  -0.21
H -3.45273 1.57209 -2.50600  0.28
F -4.58091 -2.00822 9.30744  -0.29
C -0.38415 -1.14427 -4.77957  -0.71
C -2.90987 -1.82567 7.65243  0.23
F -2.64671 -3.11843 7.87155  -0.37
H -3.23513 0.36261 3.25052  0.25
H 1.33532 -2.08392 2.85750  -0.62
C -3.91441 -1.26737 8.42852  0.07
N -1.22067 2.42597 3.04459  1.09
C -2.54280 -1.42257 -5.76096  -0.09
N -0.08972 -1.16533 -2.35874  0.03
H -1.65785 -3.88160 2.87956  -0.24
H 2.03410 4.82696 -2.22280  0.34
N -0.44366 1.49730 1.02230  1.72
H -3.16613 2.27170 -0.34438  0.45
H -1.88791 0.85196 -2.89192  -0.43
C -0.50059 2.89692 -2.37979  -0.24
C 3.25446 -0.81872 7.84957  0.81
C 3.20594 -0.63510 6.47670  -0.07
S -3.61795 -1.38440 -7.17531  1.35
C -2.45648 -2.42451 -0.01584  -0.24
H 0.89522 4.54450 -0.88371  0.41
H 0.40361 1.24213 3.60664  0.04
F 1.35073 -4.20095 5.87888  -0.38
H -4.53248 0.60649 2.05985  0.45
H 0.57232 2.98628 4.01185  0.34
C -4.22053 0.07779 8.28837  0.76
H 0.84889 -0.99837 -2.70420  -0.03
H 2.47862 -3.40937 2.42759  0.40
C -1.27917 -6.61418 5.43208  0.59
N 1.86895 0.46579 -0.06138  1.42
C 2.45458 -0.78934 0.44438  -0.81
N -1.61398 -3.06340 0.96824  0.51
H -0.05601 -2.03348 -1.82176  0.52
H 3.51377 -0.85746 0.17222  0.46
H -0.63310 5.53597 -4.06791  0.41
C -2.29246 -1.59252 -3.38856  0.44
H -3.42061 -2.19656 0.43534  0.58
H 0.86952 4.76350 -4.59348  0.39
H -2.71643 3.13530 4.36728  0.20
H -2.28401 0.73958 -0.37010  -0.94
C -0.29338 -2.80601 1.02390  -1.17
N 0.14547 4.03822 -2.78038  0.49
H -2.76406 3.79984 2.71740  0.38
C 0.98249 4.85304 -1.92318  -1.17
C -3.06863 1.30894 0.15901  0.31
C -2.19165 -4.40978 5.32436  0.58
F -3.57953 -6.29860 5.03109  -0.33
F 4.36181 -0.53473 8.52250  -0.29
H 0.67636 -0.94767 -4.88641  0.44
H -4.08708 1.92524 3.12529  0.25
C -3.69447 1.07857 2.56748  -0.93

Summary:
**Lowest unoccupied orbital energy (spin up / spin down)**: -5.943 / -5.941 eV
**HOMO-LUMO gap (spin up / spin down)**: 3.411 / 3.414 eV
**Highest occupied orbital energy (spin up / spin down)**: -0.3438 / -0.3438 Ha
**Net charge**: +1

***

# 3
Density functional theory data (ωB97M-V/def2-TZVPD) for C45H54N15ORbS as an isolated structure at a distorted geometry.

Last column: Mulliken charge in e.
Cartesian coordinates (Å):
C 3.84150 -2.95000 -4.16590  0.54
C 0.43500 2.30810 -6.34780  -1.21
H -4.27800 1.48130 -0.57110  0.47
C 6.27350 -6.10030 -9.07500  0.87
N 4.75970 -3.24310 -5.11860  -0.86
H -2.80460 -5.26790 5.45860  0.38
H 1.28280 3.57980 0.73500  0.42
N -4.18810 1.43770 2.10300  -0.04
C 0.48750 -4.54970 -3.52510  -0.79
C 1.83170 0.93730 -4.28020  0.22
H -1.25840 -3.14690 -1.00280  0.35
C 3.90180 -1.98630 -3.12370  0.66
C 5.00600 -0.31060 -1.82730  -1.08
H 3.29730 0.59070 -5.77940  0.48
N 4.00060 4.12400 0.40750  -0.19
C 2.49500 -2.93680 1.60640  -0.32
N 1.31740 2.16810 2.22760  -0.21
H -5.78820 -4.05080 2.60550  0.32
H 7.30380 -7.87060 -11.59990  0.25
H 3.54860 -6.54500 -7.13470  0.24
C -3.93490 -3.00770 4.31150  -1.40
C -2.25480 0.86720 3.01360  0.20
H 2.44540 -5.36240 -5.68390  0.21
C -3.22290 -5.42570 4.46860  -1.48
C 2.74520 -3.81120 -4.27440  0.07
N 0.59350 -2.55050 -1.59450  0.56
C 5.09330 -6.65400 -8.57860  -0.56
N -1.29180 2.56070 -4.52610  0.03
C 5.00550 -1.15220 -2.91560  -0.79
H -1.43290 -4.98800 -2.69260  0.47
C -3.41290 2.03100 -0.18190  -0.98
C 0.58150 1.49430 -4.03740  -0.01
H -4.39990 -2.14860 1.61500  0.49
N 2.82250 -1.05260 -1.18550  0.16
H -3.67760 3.10810 -0.16370  0.39
H 5.59160 -7.55750 -11.26280  0.34
N 3.04070 -4.63820 -5.31720  -0.12
H -2.43380 -5.28310 3.73370  0.30
H 4.85770 4.63470 0.66030  0.40
H -1.44500 2.15240 -0.62220  0.03
H 1.86470 1.40480 2.60780  -0.01
H -4.25280 -4.75870 2.06330  0.33
H 7.68770 -4.52140 -8.85590  0.43
C -4.19920 0.59610 4.48010  -1.12
H -5.14740 -4.61800 4.97590  0.33
H 4.24930 3.30710 -0.16790  0.23
C 4.93950 -4.91330 -6.90150  0.27
C -1.95950 0.03080 5.20990  -0.74
H -2.69170 3.42070 -2.31770  0.38
H 1.56670 -3.27550 2.06030  0.23
N -2.28330 1.76040 -1.04340  0.24
H -4.80480 -2.34590 4.31000  0.43
C -1.30030 2.11210 -3.23750  0.14
H 6.54420 -8.61280 -10.17780  0.34
N -0.20070 1.49780 -2.90230  -0.15
C -1.39830 0.40680 4.00650  -0.21
H -5.16460 1.61630 1.94260  0.23
H 2.06930 -2.17310 4.31360  0.28
C 6.77670 -4.94260 -8.46290  -0.62
H -0.33670 0.34170 3.82890  0.40
C -3.64040 0.96740 3.27020  0.43
H -5.25840 0.67390 4.66220  0.50
C 3.00400 -1.71490 4.00260  -1.09
C -2.47980 2.33300 -2.35660  -0.90
H 5.84460 0.34140 -1.63300  0.46
C 3.25920 3.66010 1.61980  -0.71
C 2.80280 -1.89390 -2.22970  -0.37
H 3.83510 -2.40110 4.14620  0.38
C -0.45620 -3.33300 -1.70980  -0.33
C 1.99060 2.87730 1.18420  -0.51
C 1.61890 -3.72710 -3.42710  0.62
H 3.86430 0.29080 -0.08530  0.38
H 2.35570 0.42620 -3.48880  0.59
C 6.13260 -4.36780 -7.39610  -0.53
H 0.44610 -5.32550 -4.27420  0.43
H 6.53500 -3.49080 -6.91400  0.49
C 3.89110 -0.31610 -0.98570  -0.27
N -3.07500 -2.61820 3.22990  1.40
H -3.37440 -2.86070 5.23540  0.39
C 2.34110 1.03870 -5.55800  -0.71
N -2.00540 1.26470 1.71870  -0.22
C 1.63470 -2.72950 -2.41490  -0.09
H -3.72990 -0.19620 6.39450  0.48
C -4.38580 -4.47750 4.20420  0.68
H 4.67410 -7.54590 -9.01620  0.42
H -3.56850 -6.45270 4.40020  0.44
C 6.57100 -7.72220 -10.80950  -0.84
H 5.83120 -1.20220 -3.60690  0.60
C -3.33400 0.11370 5.44050  -0.61
C -0.09580 2.16970 -5.07610  0.22
C -5.01070 -4.77300 2.84480  -1.48
C 1.65640 1.70590 -6.57750  -0.50
H -5.45750 -5.76260 2.85220  0.45
H 2.09170 1.74290 -7.56410  0.41
C -0.55500 -4.36270 -2.65070  -1.03
N -2.29860 -2.02620 1.30710  -0.37
H -0.09010 2.85700 -7.11470  0.41
H 3.40120 4.73860 -0.16210  0.38
C 4.44470 -6.06890 -7.50840  -0.77
H -2.02540 3.05540 -5.00730  0.21
H 3.17970 -0.79940 4.55780  0.35
O 7.00460 -6.58540 -10.09610  -0.45
S 2.88870 -1.29350 2.23800  0.11
H 3.90840 3.01180 2.21230  0.39
C -3.16340 1.58160 1.21310  0.28
Rb -0.21290 -0.39310 0.03300  0.84
H 2.38160 -2.85650 0.52990  -0.26
C -3.40100 -2.24030 1.98030  -0.75
H 2.28640 2.14520 0.42800  0.15
N -1.30670 -2.26980 2.15590  0.19
N -1.75060 -2.62250 3.29010  -0.76
H -1.32660 -0.33430 6.00370  0.43
H 3.00510 4.53450 2.22010  0.42
H 0.99150 2.77140 2.97110  0.26
C 4.27200 -4.26210 -5.79840  0.25
H -3.35700 1.84860 -2.80360  0.41
H 3.31520 -3.60810 1.84990  0.45

Summary:
**Lowest unoccupied orbital energy**: -5.083 eV
**Relative energy (zero: lowest compared OMol25 entry of this formula, charge and spin)**: 28.3 kcal/mol
**HOMO-LUMO gap**: 5.642 eV
**Highest occupied orbital energy**: -0.3941 Ha
**Net charge**: +2

***

- Look up the net charge of the second one.
  +1

***

- What is the formula in the second record?
  C45H54F15GeN11O3RhS2